Formula: C3H4O2S2
Source: the Open Molecules 2025 dataset
Level of theory: wB97M-V/def2-TZVPD

As for the net charge: 0. As for the SMILES: O=CSCOC=S. For the orbital gap, the calculation gives 9.25 eV. The calculation puts the energy at -1063.52170 Ha. For the molar mass, the calculation gives 136.20 g mol⁻¹.

CARTESIAN COORDINATES (ANGSTROEM)
H  -3.52294  -0.87305  -0.00632
H  -0.05117  0.60401  0.90658
O  -2.53454  0.90462  0.00196
C  0.07952  0.00665  -0.00987
H  -0.05606  0.65781  -0.89028
C  2.39670  0.15853  -0.00121
S  3.91566  -0.37258  0.00009
H  2.15366  1.18277  -0.00368
C  -2.57318  -0.30093  0.00357
O  1.34110  -0.63067  0.00188
S  -1.14876  -1.33716  -0.00272



Formula: C3H4O2S2
Source: the Open Molecules 2025 dataset
Level of theory: wB97M-V/def2-TZVPD

As for the net charge: 0. As for the SMILES: O=C[C@@H]1COSS1. For the orbital gap, the calculation gives 9.04 eV. The calculation puts the energy at -1063.49368 Ha. For the molar mass, the calculation gives 136.20 g mol⁻¹.

CARTESIAN COORDINATES (ANGSTROEM)
H  0.36907  0.29520  -1.65305
C  -0.26011  0.28637  0.56810
H  0.66741  1.67612  -0.67447
S  1.88333  -1.44938  0.05633
H  -0.49776  1.10292  1.40780
O  2.05048  0.15424  -0.31728
S  0.51751  -1.10970  1.47577
O  -2.67023  -0.11029  0.28267
C  -1.52948  -0.32698  0.04770
H  -1.33056  -1.18381  -0.62036
C  0.80034  0.66531  -0.57320



Formula: C3H4O2S2
Source: the Open Molecules 2025 dataset
Level of theory: wB97M-V/def2-TZVPD

As for the net charge: 0. As for the SMILES: O=C(S)CC(=O)S. For the orbital gap, the calculation gives 10.47 eV. The calculation puts the energy at -1063.56084 Ha. For the molar mass, the calculation gives 136.20 g mol⁻¹.

CARTESIAN COORDINATES (ANGSTROEM)
O  -1.38298  1.77329  -0.14409
C  1.10605  -0.53708  -0.02576
O  1.30046  -1.73824  -0.13236
C  -0.06414  0.02550  0.83612
H  0.29636  0.77571  1.48389
S  2.10152  0.59150  -0.92979
H  1.46117  1.69539  -0.73992
H  -0.35158  -0.89308  1.42032
S  -2.07344  -0.60932  -0.94224
C  -1.11993  0.59304  -0.10566
H  -1.27350  -1.67671  -0.72052



Formula: C3H4O3
Source: the Open Molecules 2025 dataset
Level of theory: wB97M-V/def2-TZVPD

As for the net charge: 0. As for the SMILES: O=CC(O)C=O. For the orbital gap, the calculation gives 10.29 eV. The calculation puts the energy at -342.39183 Ha. For the molar mass, the calculation gives 88.06 g mol⁻¹.

CARTESIAN COORDINATES (ANGSTROEM)
O  -0.16889  -1.17372  -1.10348
H  -0.98342  -1.51386  -0.70936
O  1.24434  0.43563  1.70169
O  -2.01803  0.88518  -0.64707
C  -0.99257  0.86580  -0.01345
C  0.19412  -0.00445  -0.42325
H  -0.85526  1.45868  0.90848
H  0.78907  0.60066  -1.12649
H  1.67702  -1.25220  0.65777
C  1.11363  -0.30173  0.75516



Formula: C3H4O3
Source: the Open Molecules 2025 dataset
Level of theory: wB97M-V/def2-TZVPD

As for the net charge: 0. As for the SMILES: O=CCOC=O. For the orbital gap, the calculation gives 11.00 eV. The calculation puts the energy at -342.40008 Ha. For the molar mass, the calculation gives 88.06 g mol⁻¹.

CARTESIAN COORDINATES (ANGSTROEM)
H  -2.50011  0.70288  -0.36749
H  0.75697  -1.61699  -0.70630
C  -1.58581  0.30789  0.07412
H  2.47535  0.04117  0.01916
O  -0.77658  -0.24922  -0.83794
H  0.04833  -0.72526  0.89648
C  0.40037  -0.71821  -0.17682
C  1.42537  0.37773  -0.10656
O  -1.35037  0.34058  1.25569
O  1.10648  1.53944  -0.05034



Formula: C3H4O3
Source: the Open Molecules 2025 dataset
Level of theory: wB97M-V/def2-TZVPD

As for the net charge: 0. As for the SMILES: CC(=O)C(=O)O. For the orbital gap, the calculation gives 10.65 eV. The calculation puts the energy at -342.35938 Ha. For the molar mass, the calculation gives 88.06 g mol⁻¹.

CARTESIAN COORDINATES (ANGSTROEM)
C  0.86402  1.01338  -0.04639
H  0.60067  2.05101  -0.26759
O  -1.26920  0.44923  -1.06767
H  -1.96316  -0.71769  0.77593
O  -1.04981  -0.84959  1.08992
C  -0.08691  -1.38285  -0.14579
H  1.15079  0.96472  1.00167
C  -0.31828  0.15982  -0.37238
H  1.69601  0.74434  -0.68921
O  0.37587  -2.43237  -0.27848



Number 1: strongest force on any atom 1.5 eV/Å. Number 2: strongest force on any atom 5.0 eV/Å. Number 3: strongest force on any atom 2.5 eV/Å. Number 4: strongest force on any atom 0.6 eV/Å. Number 5: strongest force on any atom 1.8 eV/Å. Number 6: strongest force on any atom 3.2 eV/Å.